This record from the Open Molecules 2025 dataset describes a gas-phase ion, C9H10NOS (charge +1). The level of theory is wB97M-V/def2-TZVPD.

The geometry in ORCA input format:
```
! wB97M-V def2-TZVPD RIJCOSX def2/J DEFGRID3
* xyz 1 1
S 3.51 0.81 0.02
O 3.65 -2.18 -1.58
N 0.59 0.19 -0.01
C 2.46 -1.62 -1.26
C -0.06 2.33 1.04
C -0.28 -0.70 -0.39
C -0.04 -1.70 -1.33
C 1.20 -2.16 -1.66
C -1.69 -0.49 0.10
C 2.28 1.61 0.86
C 0.92 1.34 0.69
C 2.53 -0.52 -0.42
H -0.98 -2.25 -1.70
H 0.37 3.09 1.66
H 2.64 2.55 1.32
H -2.56 -0.66 -0.60
H 3.69 -3.09 -2.08
H -0.49 2.76 0.22
H -1.74 -1.35 0.80
H -0.92 1.92 1.52
H -1.73 0.49 0.58
H 1.18 -2.93 -2.42
*
```

Properties
LUMO level (eV): -4.7
Orbital gap (eV): 7.569
HOMO (hartree): -0.452
ΔE to the lowest compared entry with this formula, charge and spin (kcal/mol): 70.6
E_tot (eV): -23857.4076

These are the Mulliken partial charges, in e, on atoms 1 to 2: -0.045, -0.545

This record from the Open Molecules 2025 dataset describes 2 unconnected molecules or ions with the total composition C9H10NP. The level of theory is wB97M-V/def2-TZVPD.

The geometry in ORCA input format:
```
! wB97M-V def2-TZVPD RIJCOSX def2/J DEFGRID3
* xyz 0 1
P 2.40 -0.79 -0.11
N 1.75 2.79 0.01
C -0.34 0.26 -0.08
C -3.08 0.10 0.23
C 0.85 -0.35 -0.03
C -0.96 0.94 1.02
C 2.71 -2.51 0.52
C -2.61 -0.05 -0.99
C 2.77 2.41 -0.45
C -1.18 0.05 -1.29
C -2.29 0.85 1.18
H 1.89 -3.14 0.50
H -0.80 -0.71 -2.04
H -0.99 1.11 -1.85
H -3.25 -0.54 -1.59
H 2.98 -2.46 1.61
H -0.34 1.28 1.82
H 3.73 2.42 -0.91
H -4.14 -0.03 0.48
H 3.50 -2.99 -0.07
H -2.60 1.35 2.05
*
```

Properties
LUMO level (eV): 0.3
Orbital gap (eV): 7.890
Structure (SMILES): CP=C=C1C=CC=CC1.C#N
HOMO (hartree): -0.280
ΔE to the lowest compared entry with this formula, charge and spin (kcal/mol): 67.2
E_tot (eV): -20269.3830

These are the Mulliken partial charges, in e, on atoms 1 to 2: -0.297, -0.369

This record from the Open Molecules 2025 dataset describes a single C9H10OS molecule. The level of theory is wB97M-V/def2-TZVPD.

The geometry in ORCA input format:
```
! wB97M-V def2-TZVPD RIJCOSX def2/J DEFGRID3
* xyz 0 1
S 2.54 -0.33 -0.24
O 2.99 0.18 1.03
C 0.78 1.61 -0.06
C 0.32 -2.07 -0.21
C -1.58 0.25 -0.10
C -0.13 0.42 0.29
C 1.81 1.15 -1.11
C -1.53 0.91 1.23
C -1.08 -2.22 -0.08
C -2.02 -1.24 0.01
C 0.76 -0.81 0.09
H -2.99 -1.59 -0.13
H -1.51 0.14 2.06
H -2.12 0.79 -0.92
H 0.88 -2.92 -0.49
H 1.44 0.87 -2.02
H -1.30 -3.27 0.09
H 1.50 1.86 0.78
H 0.08 2.51 -0.42
H 2.63 1.84 -1.18
H -1.47 1.90 1.39
*
```

Properties
LUMO level (eV): 0.3
Orbital gap (eV): 8.475
HOMO (hartree): -0.302
ΔE to the lowest compared entry with this formula, charge and spin (kcal/mol): 77.2
E_tot (eV): -22373.2365

These are the Mulliken partial charges, in e, on atoms 1 to 2: 0.358, -0.587

This record from the Open Molecules 2025 dataset describes a single C9H10S molecule. The level of theory is wB97M-V/def2-TZVPD.

The geometry in ORCA input format:
```
! wB97M-V def2-TZVPD RIJCOSX def2/J DEFGRID3
* xyz 0 1
S 3.32 0.42 -0.13
C -0.57 -0.36 0.04
C -1.36 -1.67 0.40
C 0.82 -0.40 -0.04
C 3.00 -1.27 -0.24
C -1.32 0.74 -0.13
C 1.59 0.77 -0.16
C 1.43 2.05 -0.03
C 1.62 -1.54 -0.12
C -2.63 1.42 -0.14
H -1.30 -2.30 -0.53
H -0.89 -2.27 1.28
H 2.23 2.68 0.11
H -3.46 0.83 -0.66
H 0.43 2.55 -0.03
H 3.70 -1.97 -0.12
H -2.50 2.48 -0.73
H -3.04 1.72 0.75
H 1.29 -2.60 -0.20
H -2.38 -1.27 0.69
*
```

Properties
LUMO level (alpha / beta) (eV): 0.5 / -0.7
Orbital gap (alpha / beta) (eV): 7.109 / 7.075
HOMO (alpha / beta) (hartree): -0.242 / -0.285
ΔE to the lowest compared entry with this formula, charge and spin (kcal/mol): 82.3
E_tot (eV): -20324.9440

These are the Mulliken partial charges, in e, on atoms 1 to 2: -0.205, 1.385

This record from the Open Molecules 2025 dataset describes a molecular structure, C9H11Br3Cl6O6. The level of theory is wB97M-V/def2-TZVPD.

The geometry in ORCA input format:
```
! wB97M-V def2-TZVPD RIJCOSX def2/J DEFGRID3
* xyz 0 1
Br 0.37 -4.36 -5.16
Br 2.96 -2.39 -5.10
Br 0.86 -2.08 -7.49
Cl -0.46 -0.86 -2.68
Cl 0.76 -3.27 -1.64
Cl -4.66 0.31 -5.14
Cl 1.98 -0.77 -0.97
Cl -2.15 0.33 -6.61
Cl -3.45 -2.20 -6.12
O -1.36 0.16 3.71
O -0.47 0.26 1.63
O -1.60 1.97 2.53
O 1.29 1.99 4.75
O 2.42 0.36 3.73
O 1.81 2.11 2.55
C 1.10 -2.57 -5.61
C 2.78 0.03 2.39
C 0.42 -1.57 -1.29
C -2.05 2.37 3.80
C -1.94 1.04 4.64
C -3.18 -0.57 -5.47
C 2.86 1.48 1.83
C 1.80 1.55 3.76
C -1.15 0.72 2.51
H 0.56 -1.85 -5.03
H -2.91 0.63 4.93
H -0.24 -1.51 -0.43
H -1.50 3.16 4.31
H -1.29 1.14 5.51
H 3.72 -0.51 2.27
H 2.63 1.40 0.77
H -2.61 -0.63 -4.55
H 3.80 1.95 2.09
H 1.99 -0.51 1.86
H -3.09 2.66 3.73
*
```

Properties
LUMO level (eV): -0.2
Orbital gap (eV): 10.088
HOMO (hartree): -0.377
ΔE to the lowest compared entry with this formula, charge and spin (kcal/mol): 5.6
E_tot (eV): -307057.7665

These are the Mulliken partial charges, in e, on atoms 1 to 2: -0.022, -0.022

This record from the Open Molecules 2025 dataset describes a molecular structure, C9H11Br3F6O4. The level of theory is wB97M-V/def2-TZVPD.

The geometry in ORCA input format:
```
! wB97M-V def2-TZVPD RIJCOSX def2/J DEFGRID3
* xyz 0 1
Br -4.05 2.44 -4.27
Br -1.42 0.71 -5.04
Br -3.36 -0.37 -2.73
F -1.96 8.77 2.35
F -0.45 7.33 2.51
F 4.44 -11.74 -4.00
F -2.55 6.66 2.35
F 5.80 -10.28 -5.01
F 3.79 -10.59 -5.76
O -1.99 8.74 4.93
O 2.68 -9.36 -3.80
O 4.76 -8.96 -2.74
O -1.39 6.57 4.97
C -1.76 7.54 4.30
C -2.67 1.34 -3.59
C -1.71 8.90 6.34
C 4.51 -10.56 -4.62
C -1.73 7.60 2.82
C 0.46 -8.22 -3.46
C 4.00 -9.57 -3.54
C 1.99 -8.27 -3.23
C -1.70 10.44 6.69
H 2.26 -7.30 -3.67
H -0.06 -7.36 -3.03
H -1.66 10.61 7.77
H -2.54 10.97 6.23
H 0.21 -8.37 -4.51
H -0.76 10.82 6.27
H -2.07 2.00 -2.97
H 0.07 -9.06 -2.88
H -0.78 8.36 6.51
H -2.51 8.47 6.95
H 2.13 -8.25 -2.15
*
```

Properties
LUMO level (eV): -0.4
Orbital gap (eV): 9.954
HOMO (hartree): -0.381
ΔE to the lowest compared entry with this formula, charge and spin (kcal/mol): 33.0
E_tot (eV): -244132.2181

These are the Mulliken partial charges, in e, on atoms 1 to 2: 0.024, -0.032

This record from the Open Molecules 2025 dataset describes a single C9H11BrO molecule. The level of theory is wB97M-V/def2-TZVPD.

The geometry in ORCA input format:
```
! wB97M-V def2-TZVPD RIJCOSX def2/J DEFGRID3
* xyz 0 1
Br 0.29 -2.20 -1.84
O 1.84 -1.17 -0.03
C -1.81 1.91 0.20
C -0.27 -1.92 0.93
C -1.51 2.65 -0.97
C -0.63 2.06 -1.87
C 2.41 -1.14 1.24
C 0.52 -1.11 -0.15
C 0.11 0.96 -1.56
C -1.20 0.62 0.39
C -0.19 0.18 -0.45
H -2.47 2.16 1.02
H -1.72 0.20 1.17
H 0.71 0.55 -2.37
H -1.89 3.62 -1.42
H 0.14 -2.99 1.12
H 2.07 -2.06 1.84
H 3.51 -1.19 1.09
H 2.28 -0.34 1.94
H -0.61 2.55 -2.81
H -1.38 -1.87 0.71
H -0.19 -1.46 1.83
*
```

Properties
LUMO level (eV): 0.7
Orbital gap (eV): 9.860
Structure (SMILES): CO[C@](C)(Br)c1ccccc1
HOMO (hartree): -0.336
ΔE to the lowest compared entry with this formula, charge and spin (kcal/mol): 8.2
E_tot (eV): -81599.3299

These are the Mulliken partial charges, in e, on atoms 1 to 2: -0.185, -0.315

This record from the Open Molecules 2025 dataset describes a molecular structure, C9H11Cl2CoN4O6. The level of theory is wB97M-V/def2-TZVPD.

The geometry in ORCA input format:
```
! wB97M-V def2-TZVPD RIJCOSX def2/J DEFGRID3
* xyz -1 4
Co 0.02 0.37 -0.17
Cl -0.79 5.19 -1.38
Cl 1.43 4.91 0.51
O 3.29 -0.47 1.74
O 0.70 1.94 -1.51
O 1.06 -0.66 3.49
O -0.22 -0.35 1.69
O 1.82 -0.32 0.06
O -0.50 2.47 0.27
N -2.74 0.11 -1.57
N -3.87 -0.57 0.08
N -3.94 -0.09 -1.18
N -1.88 -0.25 -0.59
C 2.15 -0.42 1.32
C -5.06 -0.95 0.83
C -5.48 -2.40 0.62
C 0.64 4.23 -0.92
C 0.93 -0.49 2.29
C -4.41 -3.37 1.12
C 0.24 2.77 -0.69
C -5.84 -2.69 -0.83
C -2.59 -0.66 0.43
H -4.98 -2.57 -1.49
H -2.17 -0.95 1.38
H -4.84 -0.77 1.88
H -4.16 -3.19 2.17
H -6.38 -2.53 1.23
H -4.76 -4.40 1.03
H -3.49 -3.29 0.54
H 1.34 4.29 -1.75
H -6.21 -3.71 -0.94
H -5.85 -0.27 0.52
H -6.62 -2.01 -1.20
*
```

Properties
LUMO level (alpha / beta) (eV): 2.3 / 2.3
Orbital gap (alpha / beta) (eV): 7.504 / 7.433
HOMO (alpha / beta) (hartree): -0.192 / -0.189
E_tot (eV): -90432.4883

These are the Mulliken partial charges, in e, on atoms 1 to 2: 0.070, -0.191

This record from the Open Molecules 2025 dataset describes a gas-phase ion, C9H11N2O (charge +1). The level of theory is wB97M-V/def2-TZVPD.

The geometry in ORCA input format:
```
! wB97M-V def2-TZVPD RIJCOSX def2/J DEFGRID3
* xyz 1 1
O 2.76 -1.95 -0.11
N 0.47 -2.35 -0.35
N -1.08 -0.61 -0.05
C -1.64 -0.97 1.27
C 1.59 -1.69 -0.09
C -1.89 -0.61 -1.20
C 1.28 -0.19 -0.11
C -0.32 1.64 -0.10
C 2.00 2.09 -0.10
C 0.73 2.58 0.02
C 2.29 0.75 -0.10
C -0.02 0.29 -0.11
H -2.21 -1.83 1.38
H -1.28 1.88 0.26
H -2.47 -1.56 -1.09
H 0.60 3.66 0.07
H -2.33 -0.13 1.54
H 0.10 -3.13 0.25
H 3.33 0.61 -0.13
H 2.79 2.76 0.00
H -0.89 -1.05 1.98
H -1.15 -0.47 -2.12
H -2.65 0.27 -1.10
*
```

Properties
LUMO level (alpha / beta) (eV): -6.2 / -6.9
Orbital gap (alpha / beta) (eV): 7.597 / 6.860
HOMO (alpha / beta) (hartree): -0.507 / -0.507
ΔE to the lowest compared entry with this formula, charge and spin (kcal/mol): 106.1
E_tot (eV): -14527.7016

These are the Mulliken partial charges, in e, on atoms 1 to 2: -0.483, -0.255

This record from the Open Molecules 2025 dataset describes a gas-phase ion, C9H11N2O2 (charge +1). The level of theory is wB97M-V/def2-TZVPD.

The geometry in ORCA input format:
```
! wB97M-V def2-TZVPD RIJCOSX def2/J DEFGRID3
* xyz 1 1
O -0.32 -1.34 1.13
O 2.10 -1.74 -0.18
N -3.93 -0.55 0.10
N 0.73 0.64 0.53
C -4.10 -1.61 -0.83
C 2.06 0.33 0.85
C -0.29 -0.09 0.91
C 4.00 -0.59 -0.76
C 2.74 -0.71 -0.07
C -1.18 1.93 0.21
C 0.14 1.97 0.28
C -2.80 -0.03 0.40
C -1.61 0.52 0.52
H -4.26 -1.16 -1.87
H -4.77 -0.19 0.58
H -5.01 -2.19 -0.63
H 0.78 2.80 0.39
H 0.47 -1.91 0.89
H 3.77 -0.36 -1.79
H 4.73 0.07 -0.40
H -3.30 -2.32 -0.89
H 4.61 -1.50 -1.02
H 1.89 -0.24 1.89
H 2.65 1.25 1.04
*
```

Properties
LUMO level (alpha / beta) (eV): -4.4 / -4.9
Orbital gap (alpha / beta) (eV): 7.900 / 6.086
HOMO (alpha / beta) (hartree): -0.452 / -0.404
ΔE to the lowest compared entry with this formula, charge and spin (kcal/mol): 147.3
E_tot (eV): -16573.2244

These are the Mulliken partial charges, in e, on atoms 1 to 2: -0.493, -0.613